1.
8
Properties=species:S:1:pos:R:3:forces:R:3:nbo_charge:R:1 method="wB97M-V/def2-TZVPD" orbital_gap_ev=7.9 lumo_ev=-4.23 energy_ev=-35291.828 e_homo_ev=-12.080
F 1.988420 0.948837 -0.827474 -1.28 -1.80 1.18 -0.471
S -0.888075 0.287165 1.033825 -1.49 -0.52 -2.22 2.070
O 0.447977 -0.149341 -2.200336 -1.22 0.07 0.25 -0.825
O 1.554787 -1.553372 -0.561210 0.44 -0.31 1.38 -0.808
O -0.548284 -0.516581 2.159963 -0.37 0.22 -0.84 -0.786
O -1.199447 1.679330 1.083338 0.60 -0.87 -0.05 -0.790
F -2.279475 -0.360204 0.188170 2.97 0.77 1.65 -0.476
S 0.924098 -0.335835 -0.876275 0.35 2.45 -1.35 2.086

***

2.
19
Properties=species:S:1:pos:R:3:forces:R:3:mulliken_spin:R:1 method="wB97M-V/def2-TZVPD" orbital_gap_ev="5.4 / 6.7" lumo_ev="0.48 / -2.85" energy_ev=-13646.863 e_homo_ev="-4.945 / -9.591" spin_multiplicity=3
C -1.321440 -1.023617 -0.048971 1.41 -1.83 -0.02 -0.072
H -1.506109 -2.088732 0.251083 -0.08 1.24 -0.53 0.002
H -0.596163 2.811462 -0.517538 0.73 -1.04 -0.13 -0.004
O 0.954977 -2.926831 -0.297243 1.68 0.59 0.46 0.016
O 2.457364 -1.257845 0.452587 1.05 2.56 0.50 0.009
C -0.685892 1.708746 -0.439404 -0.61 0.93 0.46 -0.103
C 0.270348 0.710467 -0.426869 3.45 5.91 -0.95 0.549
H 4.487562 0.379925 -0.049908 1.02 -1.63 -0.03 0.000
H 2.677947 -0.301024 0.782383 -1.33 -2.79 -1.03 0.001
C -2.287996 -0.070823 -0.208034 -1.79 -3.78 1.08 0.518
H -3.201337 -0.320607 0.242921 -1.55 -0.18 0.27 0.036
H 1.363086 0.901758 -0.492485 -0.97 0.55 -0.33 0.115
H 1.773033 -3.398681 -0.004899 -0.99 0.19 -0.43 0.000
H -2.687376 2.081850 -0.547110 -0.02 -1.18 0.31 0.028
N 3.687603 2.365270 -0.141669 -0.14 1.09 -0.04 0.001
C -0.028362 -0.585467 -0.143460 0.52 -6.57 0.58 0.342
C 4.256206 1.380172 -0.108292 -0.73 0.51 0.00 0.002
B 1.211054 -1.568038 -0.066824 -1.67 -0.80 1.25 0.096
C -1.963260 1.261794 -0.341907 0.01 6.24 -1.42 0.463

***

3.
18
Properties=species:S:1:pos:R:3:forces:R:3:nbo_charge:R:1 method="wB97M-V/def2-TZVPD" orbital_gap_ev=7.8 smiles="C=[S@@H](=CC)CC" lumo_ev=0.14 energy_ev=-16207.055 e_homo_ev=-7.612
C -1.341366 2.283279 -0.466197 -3.01 -0.99 2.50 -0.642
H 1.421215 0.594409 1.377794 -0.13 2.88 1.26 0.210
H -0.355313 2.291071 -0.817563 1.59 -0.27 -0.24 0.198
H -0.031691 0.091483 -1.006533 -0.17 -0.62 -0.07 0.095
H -2.695876 0.729104 0.796988 1.41 0.30 -1.52 0.210
H 0.992262 -1.058046 1.764877 0.60 1.16 -1.52 0.217
H 2.214191 0.007257 -1.011969 -0.46 -0.04 0.34 0.211
H -1.445696 2.887022 0.486814 0.51 -0.37 -1.20 0.211
C 1.123429 -0.265981 0.921724 -1.67 -3.61 0.62 -0.541
H -0.760938 -3.120909 0.575135 -0.11 1.16 -0.78 0.148
H 3.180064 -0.451142 0.407984 -1.32 -0.44 -0.80 0.219
H 2.050726 -1.644375 -0.371348 0.16 -0.62 -0.46 0.247
C 2.161610 -0.616997 -0.105537 1.95 0.27 0.89 -0.643
S -0.641400 -0.368085 0.108332 0.54 0.43 -1.11 0.745
C -1.932248 0.796399 -0.075355 0.63 0.65 1.12 -0.637
H -1.931666 2.795883 -1.231364 -0.28 -0.39 0.12 0.218
H -1.484321 -2.429536 -0.980429 0.84 -0.44 0.70 0.148
C -0.522981 -2.520836 -0.373353 -1.09 0.94 0.16 -0.615

***

4.
110
Properties=species:S:1:pos:R:3:forces:R:3:lowdin_charge:R:1 method="wB97M-V/def2-TZVPD" orbital_gap_ev=8.7 smiles="FC(F)C(F)(F)COC(F)(F)C(F)F.FC(F)C(F)(F)COC(F)(F)C(F)F.FC(F)C(F)(F)COC(F)(F)C(F)F.FC(F)C(F)(F)COC(F)(F)C(F)F.FC(F)C(F)(F)COC(F)(F)C(F)F.CNCP([PH2]=O)B(N)O" lumo_ev=0.12 energy_ev=-173768.544 e_homo_ev=-8.631
F -1.733472 -2.808076 1.292855 -0.01 0.02 0.29 0.089
F 2.278709 -7.427730 -4.303091 0.41 0.13 0.29 0.154
F -7.133528 1.388512 6.430558 -0.22 -0.04 -0.24 0.094
H -1.296327 0.361484 -0.198525 0.03 0.40 0.48 0.076
H 0.800765 5.383729 -0.093231 -0.15 0.00 -0.09 0.177
O -7.532001 -3.141216 5.492738 0.58 0.77 0.93 0.038
F 6.784316 7.794415 -0.413167 0.48 -0.09 0.16 0.153
N -1.203471 1.799450 -2.514144 1.49 -1.46 0.29 0.132
F -2.370160 -2.003769 3.679563 -0.19 -0.04 -0.22 0.095
H 2.597310 0.806136 -3.452588 -0.25 -0.47 0.40 0.080
C -2.593938 -4.370392 3.920388 -1.11 -1.01 -0.52 -0.523
C 3.116130 0.963073 -0.909213 0.30 -0.53 1.10 -0.134
F 2.863124 -9.220414 -2.073266 -0.24 0.30 0.10 0.104
F -0.878800 -3.035240 4.867342 0.00 -0.35 -0.06 0.105
C 1.913753 -8.711995 -4.206193 -1.62 0.56 -0.17 -0.529
F 2.146864 4.343932 -1.120181 -0.19 -0.10 -0.22 0.088
F 1.911833 -9.192765 -5.465122 0.22 -0.35 0.01 0.146
O -0.384628 0.580711 -0.439319 -0.49 -0.04 -1.90 0.003
C -4.151599 -4.535690 2.075430 -0.53 -0.46 0.17 -0.035
F -0.079403 10.008624 -2.881114 0.20 0.17 -0.29 0.153
H 3.533538 1.795524 -1.516373 -0.46 -0.38 0.18 0.064
C 0.076960 -7.310981 -1.718600 0.19 -0.89 -0.30 -0.431
C -6.576078 0.220457 6.026968 0.27 0.70 -0.06 -0.306
F 8.788641 8.917208 -1.925105 -0.23 0.13 0.16 0.099
H -1.455886 6.317081 -2.794109 0.17 -0.05 -0.08 0.150
H 7.801316 8.291027 -3.537356 -0.23 0.06 0.04 0.175
H -0.691531 -2.257322 -0.930653 0.87 0.00 -0.20 -0.025
H -0.861771 2.743306 -2.321572 -0.77 -0.70 0.00 0.042
H -5.716522 0.459671 5.394330 -0.07 -0.09 -0.14 0.173
F 1.106114 5.434951 -3.391215 0.18 -0.04 0.18 0.141
H 0.787390 -5.260884 -1.810133 -0.22 -0.05 -0.17 0.118
H 6.692918 4.353622 0.697768 -0.16 0.02 -0.08 0.172
C 0.601143 8.867875 -2.670213 -1.39 -0.72 0.19 -0.525
F -2.887098 -1.821294 -0.246453 -0.35 0.04 0.06 0.069
H -0.890077 7.042243 -1.329567 0.32 0.01 0.11 0.145
B -0.424502 0.742001 -1.868867 -0.20 0.86 1.61 -0.776
F -6.340030 -4.769629 6.371235 -0.19 -0.17 0.39 0.151
C 7.250638 4.438504 -0.239199 0.13 -0.54 0.47 -0.309
O 5.765106 6.979927 -2.248641 1.06 -0.26 0.44 0.032
H -3.550279 -5.343055 1.656583 0.19 0.23 -0.05 0.145
C -2.777541 -2.975828 0.468114 0.15 0.04 -0.65 -0.312
C -4.095291 -3.257157 1.200398 -0.27 0.02 0.83 -0.426
F 6.977796 4.547275 -2.595175 0.20 0.01 0.11 0.133
F -2.492805 -5.322405 4.865115 0.06 0.26 0.38 0.156
C 2.397643 -0.172399 -2.953289 0.23 -0.88 0.23 -0.447
F 8.132912 5.439362 -0.117705 -0.04 0.50 -0.25 0.104
H -1.148653 -7.940614 -3.317542 0.11 -0.08 0.15 0.147
F -7.785872 -2.074173 8.132505 -0.01 0.08 -0.21 0.103
C 1.933666 8.957256 -3.422536 0.48 0.20 -0.43 -0.285
C 6.634955 7.953325 -1.734890 -1.52 -0.77 0.15 -0.526
C -7.175692 -1.989352 4.706753 -0.10 -0.38 -0.40 -0.033
H 1.767717 9.191802 -4.475642 -0.23 0.03 0.03 0.177
P 0.117538 -2.461003 -2.092316 -1.15 -0.90 -1.85 0.531
F 7.980858 3.305909 -0.392920 -0.25 -0.12 -0.19 0.092
C -6.671674 -3.477412 6.553052 -0.32 0.01 -1.73 -0.526
O 0.590479 -8.811270 -3.751737 0.90 0.36 0.72 0.031
F 0.341264 -8.443981 -1.030926 0.20 0.08 0.08 0.128
O -0.217089 7.833473 -3.152794 1.07 -0.29 0.46 0.036
F 4.150253 -9.381721 -3.811886 -0.09 0.13 -0.26 0.097
H 2.134910 1.201073 -0.436948 0.62 0.21 -0.54 0.070
H -2.540040 -3.782700 -0.231824 -0.16 -0.06 0.01 0.172
F -6.129819 -0.384994 7.137089 0.02 -0.31 0.09 0.096
H 2.832637 -0.951448 -3.628585 -0.45 0.57 0.49 0.081
H -1.212827 1.590264 -3.508827 -0.08 0.57 0.03 0.049
F -5.048919 -3.397992 0.239553 0.24 -0.19 -0.17 0.111
C 6.297529 4.604224 -1.430280 0.06 0.66 -0.74 -0.431
F -8.736186 -0.762468 5.983461 0.08 0.10 0.15 0.130
H -7.724147 -2.121539 3.772363 -0.16 0.04 0.21 0.149
O -3.934305 -4.394235 3.486777 1.12 0.81 -0.49 0.030
H -8.172278 -4.008490 8.032896 0.06 -0.13 -0.19 0.176
C -7.330972 -3.320900 7.927929 -0.37 -0.18 0.56 -0.284
P 0.526632 -0.499108 -2.991584 0.14 -0.24 -1.05 0.880
H 3.845631 -0.850183 -1.627715 -0.02 0.29 -0.19 0.096
H -5.181568 -4.891270 2.008655 0.00 0.24 0.03 0.149
F 2.707084 9.922862 -2.880928 -0.24 0.11 0.17 0.104
F -7.963346 0.138148 4.167496 0.34 0.15 -0.09 0.105
F 0.745909 8.765147 -1.341969 0.47 -0.08 0.15 0.152
F 8.606179 6.828639 -2.481405 -0.17 -0.28 0.20 0.104
F 2.337703 -6.487538 -1.717978 0.16 -0.42 -0.34 0.102
H -6.123498 -2.008863 4.419507 0.01 0.13 0.23 0.132
H 3.823150 0.805630 -0.055847 -0.55 0.15 -0.64 0.092
F -4.473387 -2.188444 1.948140 0.23 -0.02 -0.09 0.115
C -7.611508 -0.606360 5.252982 -0.49 -0.73 0.12 -0.435
F 1.103392 -6.034371 -0.005618 -0.32 -0.14 0.00 0.086
H -2.771859 -2.817160 5.435772 -0.11 -0.25 0.00 0.170
C 0.416841 5.515792 -2.235705 0.13 0.79 -0.81 -0.410
C -0.559239 6.716183 -2.315975 -0.62 0.40 -0.17 -0.029
F -5.533474 -2.783842 6.438226 0.45 0.15 0.52 0.136
C 1.077375 -6.207936 -1.353538 -0.03 0.60 0.36 -0.314
C 1.362844 5.448597 -1.029029 0.05 -0.54 0.56 -0.293
C -2.188916 -3.026239 4.536269 0.10 0.50 0.52 -0.282
F -0.368186 4.391593 -2.178535 0.17 0.63 0.44 0.066
H 1.354823 -3.067806 -1.712047 -0.34 0.38 0.30 -0.010
F 2.194829 6.498468 -0.951795 -0.06 0.39 -0.29 0.101
H 4.455185 5.508774 -1.941861 0.19 -0.05 -0.10 0.127
C 7.964526 8.008486 -2.495605 0.45 0.17 -0.42 -0.288
F -1.787197 -4.754580 2.923954 0.45 0.25 0.04 0.147
F 2.629185 7.807569 -3.356697 -0.18 -0.29 0.21 0.100
F 6.008657 9.134464 -1.897316 0.22 0.20 -0.28 0.147
C 5.370895 5.845881 -1.453985 -0.47 0.40 -0.16 -0.036
C 2.882361 -9.558783 -3.372867 0.35 -0.49 0.18 -0.289
N 2.987481 -0.313663 -1.622053 -0.02 0.67 -0.44 -0.188
O -0.645222 -3.306966 -3.122037 1.14 0.79 1.67 -0.560
C -0.097855 -7.663411 -3.217081 -0.30 -0.12 -0.63 -0.025
H 2.631656 -10.618509 -3.448991 -0.15 0.04 -0.18 0.174
F 5.476424 3.516094 -1.416037 -0.08 -0.04 0.37 0.094
H 0.023519 -6.790409 -3.858900 0.28 0.09 0.17 0.146
H 5.058091 6.145607 -0.453520 0.32 0.01 0.10 0.142
F -6.432820 -3.582286 8.905430 0.21 -0.14 -0.21 0.100
F -1.142143 -6.878431 -1.283660 0.03 0.33 -0.08 0.096